(1)
A molecular structure, C51H60BrNO5P2SScSi. Source: OMol25; level of theory: ωB97M-V/def2-TZVPD.

The value obtained for the total energy is -193624.81291 eV. The calculation puts the energy above the lowest of the compared OMol25 structures with the same formula, charge and spin at 3.459 eV. As for the orbital gap: 0.2714 hartree. Its HOMO energy is -10.20 eV. Its net charge is +1.

Last column: Löwdin charge in e.
Geometry (Å):
1 Sc 0.01068 0.33483 0.16561  0.66
2 C -0.78036 3.67653 -1.06469  -0.01
3 C -0.81309 3.57739 0.44787  -0.56
4 C -1.91939 4.46334 0.99732  -0.01
5 C 0.52533 3.91428 1.08572  0.00
6 O -1.12399 2.14045 0.73539  -0.29
7 Si -1.90279 1.55296 2.14790  -0.13
8 S -1.64214 -0.47683 1.81669  0.47
9 O -1.04295 2.23319 3.33580  -0.14
10 C -1.25443 2.23737 4.77175  -0.62
11 C -2.09400 3.46169 5.10371  -0.02
12 C -1.95385 0.95801 5.20711  -0.03
13 C 0.13299 2.33078 5.38516  -0.02
14 O -3.43484 2.05450 2.28275  -0.14
15 C -4.68561 1.66894 1.66140  -0.62
16 C -4.47724 1.39210 0.17971  -0.04
17 C -5.61107 2.85978 1.85855  -0.02
18 C -5.21747 0.44037 2.38236  -0.02
19 H -0.50714 4.68719 -1.36831  0.11
20 H -1.75371 3.43130 -1.49244  0.10
21 H -0.03771 3.00436 -1.49975  0.04
22 H -1.68559 5.49765 0.73988  0.11
23 H -1.99239 4.39750 2.07957  0.08
24 H -2.88398 4.21437 0.55843  0.08
25 H 0.90573 4.84602 0.66406  0.10
26 H 1.26490 3.13185 0.90823  0.06
27 H 0.42340 4.02880 2.16175  0.09
28 H -3.06135 3.40713 4.60396  0.08
29 H -1.58385 4.37092 4.78316  0.09
30 H -2.26436 3.52854 6.17869  0.09
31 H -2.95000 0.88456 4.76795  0.08
32 H -2.06812 0.94756 6.29157  0.10
33 H -1.37311 0.08223 4.91759  0.08
34 H 0.65374 3.21180 5.01009  0.09
35 H 0.72241 1.44826 5.13516  0.08
36 H 0.06621 2.40654 6.47064  0.09
37 H -4.01089 2.24727 -0.31271  0.08
38 H -5.44224 1.21097 -0.29678  0.10
39 H -3.85200 0.51010 0.03310  0.06
40 H -5.23554 3.73489 1.32822  0.08
41 H -5.68906 3.10499 2.91699  0.09
42 H -6.60911 2.63315 1.48253  0.09
43 H -4.52046 -0.39231 2.29321  0.06
44 H -6.17343 0.13471 1.95575  0.09
45 H -5.37016 0.65989 3.43892  0.09
46 C 1.55993 -0.83808 -3.48955  -0.29
47 N 1.25942 -2.19592 -3.11285  -0.18
48 C -0.05464 -2.47911 -2.59776  -0.29
49 P -0.22653 -2.34003 -0.73379  1.04
50 C -1.29245 -3.74494 -0.33924  -0.37
51 C -2.54060 -3.80892 -0.95944  -0.10
52 C -3.39557 -4.86532 -0.69438  -0.07
53 C -3.01336 -5.85743 0.19983  -0.07
54 C -1.77833 -5.79014 0.82451  -0.07
55 C -0.91633 -4.73579 0.55941  -0.07
56 C 1.38875 -2.56273 0.07746  -0.34
57 C 1.40128 -2.16140 1.37222  -0.09
58 C 2.61997 -1.95265 2.15529  -0.24
59 C 3.92043 -2.23398 1.39475  -0.07
60 C 3.78635 -2.95034 0.12158  0.01
61 C 2.61950 -3.07604 -0.51781  -0.05
62 C 1.96460 -3.22070 -3.77521  -0.24
63 C 2.94668 -2.92322 -4.72335  -0.02
64 C 3.65822 -3.94111 -5.34103  -0.07
65 C 3.41635 -5.26923 -5.03749  -0.09
66 C 2.45037 -5.56989 -4.09072  -0.07
67 C 1.73317 -4.56644 -3.46160  -0.06
68 P 0.79724 0.52104 -2.48435  1.07
69 C -0.81147 0.90062 -3.25964  -0.37
70 C -1.96021 0.51320 -2.57139  -0.14
71 C -3.22560 0.78445 -3.07261  -0.07
72 C -3.35697 1.46630 -4.27254  -0.05
73 C -2.22293 1.87092 -4.96274  -0.05
74 C -0.96229 1.59178 -4.46201  -0.06
75 C 1.92756 1.87638 -2.92876  -0.35
76 C 2.32294 2.08444 -4.25303  -0.10
77 C 3.19974 3.10808 -4.57355  -0.06
78 C 3.69186 3.93805 -3.57652  -0.06
79 C 3.32074 3.72715 -2.25809  -0.05
80 C 2.45241 2.69645 -1.93569  -0.10
81 H 1.29291 -0.63013 -4.53939  0.11
82 H 2.63206 -0.66302 -3.37396  0.10
83 H -0.39512 -3.46539 -2.90889  0.09
84 H -0.78368 -1.77930 -3.01976  0.07
85 H -2.85475 -3.03272 -1.64928  0.11
86 H -4.36034 -4.91135 -1.18074  0.11
87 H -3.68185 -6.68131 0.40950  0.11
88 H -1.48187 -6.56353 1.52007  0.11
89 H 0.04823 -4.69322 1.04748  0.10
90 H 0.47336 -1.92389 1.88776  0.05
91 H 2.01883 -1.14652 4.03201  0.14
92 H 4.77334 -2.50251 2.00434  0.15
93 H 4.66991 -3.43295 -0.27419  0.12
94 H 2.57194 -3.62675 -1.44146  0.08
95 H 3.16483 -1.90263 -4.99812  0.10
96 H 4.40943 -3.68143 -6.07528  0.11
97 H 3.97251 -6.05670 -5.52555  0.10
98 H 2.25186 -6.59982 -3.82478  0.11
99 H 1.01577 -4.84435 -2.70139  0.10
100 H -1.91333 -0.04894 -1.63389  0.06
101 H -4.10052 0.46792 -2.52237  0.10
102 H -4.33905 1.68637 -4.66804  0.11
103 H -2.32251 2.40911 -5.89585  0.11
104 H -0.09647 1.93603 -5.00686  0.09
105 H 1.97019 1.44086 -5.04777  0.10
106 H 3.50147 3.25325 -5.60168  0.11
107 H 4.37415 4.73814 -3.82779  0.11
108 H 3.71914 4.35571 -1.47301  0.11
109 H 2.20903 2.51557 -0.89676  0.07
110 Br 6.32062 -1.92525 5.40146  0.76
111 C 4.74940 -1.52101 4.42112  -0.70
112 C 4.78078 -0.22881 3.73553  -0.12
113 C 4.21731 0.06456 2.55996  0.02
114 C 3.48161 -0.80661 1.61559  -0.20
115 C 2.46254 -2.08012 3.66365  -0.08
116 C 3.73183 -2.37622 4.40180  -0.13
117 C 2.86374 -0.02930 0.47691  -0.51
118 O 3.25597 -0.02860 -0.66477  0.12
119 O 1.78748 0.68280 0.86304  -0.17
120 H 5.34120 0.55384 4.23143  0.10
121 H 4.34100 1.08558 2.21556  0.13
122 H 1.74313 -2.87492 3.86738  0.13
123 H 3.81572 -3.31778 4.92754  0.11

***

(2)
A molecular structure, C35H31BrGeIN2O2PtS2. Source: OMol25; level of theory: ωB97M-V/def2-TZVPD.

Its expectation value of S² is 2.011. Its spin multiplicity is 3. The value obtained for the total energy is -203443.55003 eV. As for the orbital gap (spin up / spin down): 0.3033 / 0.2383 hartree. Its HOMO energy (spin up / spin down) is -10.93 / -10.93 eV. Its net charge is +1.

Last column: Mulliken spin population.
Geometry (Å):
1 Pt 0.28380 -0.06809 -0.01796  1.28
2 C 3.82362 -0.43017 1.15241  0.00
3 C 2.77462 -1.41385 1.56970  0.00
4 N 1.48867 -1.26139 1.39378  0.12
5 C 0.74176 -2.29982 1.92913  0.00
6 C 1.47790 -3.27154 2.49657  0.01
7 S 3.13510 -2.86842 2.38342  0.02
8 C -0.71051 -2.11394 1.92577  -0.01
9 C -1.66772 -2.81157 2.56602  0.00
10 S -3.16597 -2.00156 2.39798  0.01
11 C -2.44942 -0.76928 1.46277  -0.01
12 N -1.17449 -0.97228 1.29799  0.11
13 C -3.18464 0.42005 0.94047  0.01
14 H 4.13737 -0.61009 0.12155  0.00
15 H 4.70064 -0.50223 1.79356  0.00
16 H 3.42408 0.57870 1.22300  0.00
17 H 1.14829 -4.17368 2.99541  0.00
18 H -1.56927 -3.71830 3.15048  0.00
19 H -4.17406 0.49855 1.38486  0.00
20 H -3.29055 0.35770 -0.14441  -0.01
21 H -2.61407 1.32381 1.16262  0.00
22 Br 2.06687 0.25669 7.02744  0.00
23 C 0.30427 -0.37407 7.24900  0.00
24 C -0.03297 -0.89656 8.48956  0.00
25 C -1.30291 -1.40569 8.70851  0.00
26 C -2.24312 -1.39222 7.68905  0.00
27 C -1.91405 -0.85761 6.45185  0.00
28 C -0.63956 -0.34364 6.22644  0.00
29 I -0.24420 0.46386 4.34763  0.00
30 H 0.70443 -0.89616 9.28091  0.00
31 H -1.55465 -1.81180 9.68087  0.00
32 H -3.23669 -1.79208 7.85293  0.00
33 H -2.65169 -0.82412 5.65769  0.00
34 O 0.44820 3.91754 0.29258  0.02
35 C 0.79245 2.76080 0.21935  0.00
36 O 0.08343 1.77994 0.80351  0.15
37 C 2.02907 2.37483 -0.57973  0.13
38 C 1.79800 2.38182 -2.10166  -0.05
39 Ge 0.49264 1.12511 -2.82601  0.01
40 C 1.02891 -0.66618 -2.08620  0.03
41 C 0.09364 -1.67181 -1.68636  0.01
42 C 0.54716 -2.95593 -1.30935  0.06
43 C 1.89257 -3.24513 -1.30802  -0.01
44 C 2.82025 -2.26952 -1.69973  0.03
45 C 2.40134 -1.00641 -2.06170  0.02
46 C -1.35635 1.47185 -2.36124  0.02
47 C -2.34946 0.52861 -2.67316  0.02
48 C -3.69478 0.82996 -2.50119  -0.01
49 C -4.06489 2.07498 -2.00265  0.02
50 C -3.09165 3.02117 -1.69757  -0.01
51 C -1.74417 2.72780 -1.88232  0.03
52 C 0.60069 1.19049 -4.75524  0.01
53 C -0.53701 1.46059 -5.52067  0.00
54 C -0.42818 1.64995 -6.89574  0.00
55 C 0.81243 1.57512 -7.51389  0.00
56 C 1.95042 1.30501 -6.76260  0.00
57 C 1.84494 1.11585 -5.39055  0.00
58 H 2.38339 1.39269 -0.27136  -0.05
59 H 2.79935 3.09985 -0.31915  0.01
60 H 2.73727 2.15470 -2.61199  0.00
61 H 1.50144 3.37699 -2.43673  0.00
62 H -0.96034 -1.54001 -1.88013  0.00
63 H -0.17640 -3.71834 -1.04263  0.00
64 H 2.23487 -4.23403 -1.02345  0.00
65 H 3.87907 -2.51230 -1.72537  0.00
66 H 3.13814 -0.26351 -2.35364  0.01
67 H -2.08265 -0.42980 -3.11380  0.01
68 H -4.45228 0.10049 -2.76738  0.00
69 H -5.11391 2.30976 -1.85877  0.00
70 H -3.37697 3.99685 -1.32170  0.00
71 H -1.00645 3.48802 -1.64524  0.00
72 H -1.51113 1.53413 -5.04966  0.00
73 H -1.31422 1.86203 -7.48277  0.00
74 H 0.89547 1.73274 -8.58183  0.00
75 H 2.91856 1.24783 -7.24450  0.00
76 H 2.74627 0.90628 -4.81678  0.00

***

(3)
A single C4H8ClN molecule. Source: OMol25; level of theory: ωB97M-V/def2-TZVPD.

The value obtained for the total energy is -18288.47721 eV. The calculation puts the energy above the lowest of the compared OMol25 structures with the same formula, charge and spin at 1.295 eV. As for the orbital gap: 0.3741 hartree. Its HOMO energy is -9.17 eV.

Last column: Löwdin charge in e.
Geometry (Å):
1 C -1.30358 -0.27971 0.76383  -0.16
2 C -0.66499 -1.64201 0.49372  -0.11
3 C -0.30948 -0.36295 -0.36729  -0.88
4 C 1.31090 1.54208 -0.23412  -0.09
5 N 0.99037 0.11643 -0.26060  -0.11
6 Cl -1.08022 -0.28797 -1.99753  0.59
7 H -2.39475 -0.04795 0.60261  0.12
8 H -0.94032 0.02150 1.74882  0.10
9 H 0.12023 -1.90173 1.19123  0.09
10 H -1.32297 -2.51015 0.19003  0.11
11 H 0.44060 2.07633 -0.22139  0.05
12 H 2.08602 1.81855 0.46536  0.08
13 H 1.65124 1.82984 -1.24317  0.08
14 H 1.41695 -0.37227 -1.13149  0.15

***

(4)
A gas-phase ion, C5H14N2 (charge +1). Source: OMol25; level of theory: ωB97M-V/def2-TZVPD.

Its expectation value of S² is 0.755. Its spin multiplicity is 2. The value obtained for the total energy is -8382.83223 eV. The calculation puts the energy above the lowest of the compared OMol25 structures with the same formula, charge and spin at 1.578 eV. As for the orbital gap (spin up / spin down): 0.3632 / 0.2052 hartree. Its HOMO energy (spin up / spin down) is -13.11 / -13.10 eV. Its net charge is +1.

Last column: Mulliken spin population.
Geometry (Å):
1 C -1.13432 0.36106 -0.16301  0.01
2 N -0.51799 0.58949 -1.53720  0.87
3 C -0.96917 0.67120 -2.99077  -0.01
4 C -0.70993 -0.98818 0.36831  0.06
5 C 0.77216 -1.13196 0.79875  0.01
6 C 1.51660 -0.01527 1.46792  0.00
7 N 0.69554 0.42351 2.67028  0.00
8 H -2.20825 0.54073 -0.26640  0.02
9 H -0.68483 1.22464 0.34817  0.00
10 H 0.23919 1.25679 -1.40298  -0.03
11 H -0.29601 1.43824 -3.39430  0.01
12 H -2.05880 0.87679 -3.07744  0.03
13 H -0.76223 -0.24877 -3.53624  0.05
14 H -0.93801 -1.76267 -0.36951  0.00
15 H -1.29837 -1.27524 1.25156  0.00
16 H 1.19424 -1.17288 -0.22765  0.00
17 H 1.08288 -2.10934 1.17623  0.00
18 H 2.55250 -0.24273 1.71021  0.00
19 H 1.56389 0.84231 0.78319  0.00
20 H 0.73995 -0.42648 3.23987  0.00
21 H 1.22094 1.14877 3.15098  0.00